{
  "formula": "C75H190N14O21",
  "method": "ωB97M-V with the def2-TZVPD basis set",
  "relative_energy_kj_mol": 0.0,
  "energy_ev": -144693.0808,
  "e_homo_ev": -8.311,
  "spin_multiplicity": 1,
  "lumo_ha": 0.0039,
  "elements": ["H", "C", "N", "C", "H", "H", "H", "H", "H", "C", "O", "H", "H", "C", "H", "C", "C", "H", "C", "C", "H", "H", "H", "H", "H", "H", "H", "H", "C", "H", "H", "H", "H", "C", "H", "C", "H", "H", "H", "H", "C", "H", "H", "H", "H", "H", "H", "C", "H", "H", "H", "H", "H", "H", "H", "H", "H", "H", "H", "H", "H", "H", "O", "H", "C", "O", "C", "H", "H", "H", "C", "C", "H", "H", "H", "H", "C", "H", "C", "H", "H", "H", "H", "H", "C", "H", "H", "C", "H", "H", "H", "H", "H", "C", "H", "C", "H", "H", "H", "C", "C", "H", "O", "C", "H", "C", "H", "N", "C", "H", "H", "H", "N", "C", "H", "C", "H", "C", "C", "H", "H", "H", "H", "C", "H", "H", "H", "H", "H", "H", "H", "H", "H", "O", "N", "H", "O", "H", "C", "C", "H", "O", "O", "N", "H", "O", "H", "H", "H", "C", "H", "H", "H", "H", "H", "H", "C", "C", "H", "H", "C", "H", "O", "H", "H", "C", "C", "H", "C", "H", "O", "H", "H", "H", "C", "H", "H", "H", "H", "O", "N", "H", "N", "C", "O", "H", "H", "H", "H", "C", "H", "C", "O", "H", "H", "H", "H", "H", "C", "H", "H", "H", "C", "C", "N", "C", "C", "H", "H", "H", "H", "H", "O", "C", "H", "C", "H", "O", "C", "H", "H", "H", "N", "C", "H", "H", "H", "H", "H", "H", "C", "H", "H", "H", "H", "C", "C", "H", "H", "N", "C", "N", "C", "H", "C", "H", "H", "C", "C", "H", "C", "H", "H", "C", "H", "C", "H", "C", "H", "H", "C", "H", "H", "O", "H", "C", "O", "H", "C", "H", "C", "H", "H", "O", "O", "H", "H", "C", "H", "N", "H", "C", "H", "H", "H", "H", "H", "H", "N", "H", "N", "H", "C", "O", "H", "H", "H", "H", "H", "C"],
  "positions_angstrom": [[7.199, 5.146, 1.761], [-1.920, 9.878, 6.098], [-0.214, -0.225, 1.009], [-0.824, -3.782, -7.123], [4.113, 9.808, -2.305], [-5.647, -2.712, -10.364], [-0.651, 0.423, 9.652], [-14.028, -0.331, 2.033], [-4.176, -1.535, 6.767], [-5.477, -5.062, -14.136], [9.482, -0.942, 3.296], [-3.349, -2.793, -1.695], [7.672, -1.019, 4.173], [-4.361, -2.418, -1.850], [2.945, 10.957, -2.882], [8.417, -1.729, 3.813], [3.494, 11.816, -0.581], [3.868, 3.733, -8.701], [1.970, -15.739, 2.887], [-8.879, 1.356, 1.504], [-14.517, -0.771, 3.706], [10.701, 7.410, 1.674], [2.507, -16.506, 3.445], [4.005, -7.615, -4.399], [-2.493, 8.852, -2.917], [-4.763, 4.487, -3.404], [4.687, -9.249, -7.548], [0.090, -3.204, 9.929], [2.624, -0.096, 0.216], [-0.069, 2.014, 2.686], [-1.140, 11.106, 4.397], [2.071, 1.494, -9.595], [12.209, 8.640, -3.906], [-5.052, -3.234, 8.525], [-5.560, 5.552, -5.681], [-5.456, -4.173, -0.665], [3.431, 12.142, 0.457], [-5.714, 0.384, 5.823], [-0.968, 10.791, 7.547], [11.622, 2.376, 2.720], [9.946, 8.188, 1.563], [-7.497, 4.600, -5.741], [2.166, 8.278, -1.959], [-6.442, -3.876, -12.208], [9.928, 8.862, 2.420], [8.619, 7.180, 2.694], [-7.362, -4.346, 2.179], [-6.432, -4.121, 1.657], [-0.936, -4.654, -6.479], [8.270, 0.705, 2.587], [-10.508, -0.696, 1.638], [-6.656, 3.855, -6.911], [-11.470, 0.648, 1.403], [-4.732, -2.257, -11.814], [0.896, -15.925, 2.926], [4.518, 11.752, -0.948], [0.402, -3.478, 1.973], [1.789, -0.333, -11.276], [-4.177, 4.000, -7.086], [1.562, 1.567, 2.528], [-1.966, 11.804, 6.791], [-16.033, -0.462, 0.973], [-5.157, -2.768, -0.747], [-1.780, 9.066, -0.087], [11.450, 9.440, 0.240], [6.932, -10.471, -6.235], [11.891, 9.622, -1.238], [-3.316, 0.800, 6.704], [-1.577, -0.489, 11.729], [-10.888, -0.596, 4.157], [-5.688, 4.213, -3.911], [0.663, -1.373, 1.438], [-9.319, 2.075, 0.812], [6.620, 6.270, 0.626], [1.868, -0.432, 2.835], [-7.144, -6.364, -0.595], [3.146, 1.390, -9.741], [4.345, 3.305, -7.295], [-3.995, 1.584, 7.041], [-14.286, 1.714, 4.006], [2.567, -8.281, 6.510], [2.368, -15.673, 1.874], [5.401, -8.634, -3.873], [-0.968, -2.631, 2.144], [-2.555, 9.683, -0.540], [1.948, -12.033, 4.745], [-5.785, -4.546, -1.635], [5.461, -10.617, -6.047], [0.671, -3.137, 11.692], [-1.065, 4.051, -5.231], [5.166, -6.551, -2.971], [9.463, 2.537, 1.125], [-0.540, -2.992, -6.428], [-5.220, -1.406, 7.052], [0.308, 10.091, 2.482], [5.058, -7.853, -4.552], [-6.288, -4.406, -14.453], [-0.328, 8.449, -3.868], [-3.629, 10.705, 5.169], [0.082, -1.258, 10.861], [1.995, -12.047, 3.656], [1.012, 0.987, 7.529], [8.635, 6.379, 0.749], [2.831, -0.196, -11.567], [0.039, -3.992, -7.754], [7.396, -10.693, -7.554], [-5.674, -4.597, 2.279], [3.286, -11.583, 3.112], [0.065, -0.398, 9.641], [2.662, 0.801, -6.927], [7.504, -5.709, -1.873], [3.846, -7.007, 6.206], [-3.649, -3.456, -10.351], [4.000, 1.682, -8.496], [5.306, -10.728, -4.974], [1.864, -1.461, 0.456], [1.667, -2.492, 10.397], [-3.417, 9.767, 5.683], [4.710, -9.310, -6.460], [-2.113, -0.528, 1.123], [11.048, 0.165, 1.573], [-4.103, 9.594, 6.512], [7.883, 8.279, 1.422], [-0.370, 8.868, -2.862], [0.275, -0.956, 3.519], [3.172, 0.250, 1.093], [2.999, 12.651, -1.076], [-1.316, -1.656, -8.628], [-7.436, -3.952, -0.205], [3.672, -0.359, -7.800], [10.885, 2.142, 0.489], [-4.245, -1.340, -1.961], [-3.376, 2.017, 7.827], [-3.165, 4.290, -5.277], [10.091, 8.925, 0.298], [1.923, -9.691, 4.669], [-9.757, 1.028, 2.595], [1.241, 0.749, -1.232], [3.633, 0.653, -7.398], [8.606, 7.496, 1.651], [0.771, 3.060, 1.703], [-0.731, 9.132, 4.053], [-1.482, -0.098, 1.706], [-1.899, 10.868, 7.165], [-8.660, 0.495, 0.874], [3.111, -8.026, 4.469], [-0.322, 2.780, -0.654], [-3.064, -1.498, -10.289], [8.456, -10.452, -7.630], [10.767, 1.787, 3.053], [-4.543, -4.679, -0.351], [-1.799, 3.609, -6.709], [0.540, -13.512, 3.363], [-1.865, 10.171, -3.707], [-16.481, -1.375, 2.493], [3.253, 2.117, -10.546], [1.583, -13.391, 3.067], [7.466, 5.608, 0.811], [-1.618, 8.895, 6.459], [12.218, 8.724, 0.530], [2.632, -9.263, 3.960], [-0.353, -0.981, 8.821], [-5.173, 0.977, 7.649], [3.199, -1.111, -12.031], [-3.717, 8.911, 5.079], [-1.770, -2.592, -8.955], [-0.689, 1.892, -0.139], [6.409, -8.296, -6.074], [12.668, 8.145, -3.050], [2.578, -2.147, 0.910], [-6.073, -5.465, 8.689], [3.516, -0.182, -0.405], [-6.303, -3.056, 1.847], [0.610, -0.830, 11.713], [1.106, -1.210, 2.861], [-6.003, -6.347, 0.552], [10.980, 1.232, 3.967], [8.718, -2.324, 4.675], [-6.458, 4.891, -3.543], [-15.856, 0.485, 2.840], [-6.888, -5.941, 0.285], [-4.290, 2.686, -5.995], [-12.356, 0.750, 4.168], [0.380, 9.277, 3.203], [3.560, 0.179, -10.362], [-7.900, 1.690, 1.848], [-7.282, -6.862, 7.643], [0.557, 8.361, 2.640], [4.376, 0.747, -6.605], [-13.572, 1.139, 3.416], [-5.718, -6.124, -14.083], [-6.614, -4.510, 0.242], [2.196, -14.526, 3.622], [9.912, 2.383, 3.373], [8.701, -0.516, 1.456], [7.188, -11.727, -7.829], [-1.093, -1.732, 12.410], [-2.760, 10.461, 0.196], [-5.479, -4.234, -11.841], [4.191, -8.701, 6.093], [11.521, 10.338, 0.854], [-3.798, -2.111, -8.784], [3.414, -7.960, 5.903], [-0.924, 10.198, 4.960], [-1.245, -1.406, 11.467], [3.086, 10.147, -2.166], [-4.900, -3.048, -11.084], [1.323, 9.373, 3.741], [7.572, 4.907, -0.017], [-2.019, 2.533, -5.357], [-4.278, 2.141, 6.148], [6.999, -10.035, -8.327], [-4.759, -4.522, -13.051], [3.746, -10.335, 3.727], [1.564, -2.092, 3.310], [-6.245, -4.108, 8.226], [-3.464, 9.126, -0.767], [-1.988, 10.321, -1.640], [7.741, -5.724, -2.937], [-7.076, -3.702, 8.803], [4.202, -10.618, 4.676], [1.725, -13.370, 1.987], [-6.773, 3.916, -5.910], [-1.734, 9.622, -2.775], [-12.186, -1.254, 3.293], [4.532, -9.911, 3.102], [1.207, -11.337, 3.405], [-5.735, -2.136, 6.428], [-7.494, -6.870, 9.509], [0.623, 10.325, -1.810], [-7.222, -6.339, 8.597], [5.133, -11.468, -6.644], [-4.787, -2.708, -2.810], [-5.738, -5.065, -11.185], [-5.936, 3.180, -3.667], [5.673, -6.587, -3.935], [-0.137, -2.695, 1.440], [-11.837, 1.598, 4.344], [-0.555, -2.923, 0.460], [5.423, -8.133, -5.931], [0.377, 1.082, 0.706], [-5.333, -1.802, 8.400], [0.638, -2.672, 10.707], [5.044, 1.574, -8.790], [10.275, 0.832, 1.954], [-4.651, -1.325, 8.972], [2.183, 1.886, -0.293], [-11.648, -0.316, 3.427], [-16.496, -0.425, 1.958], [8.782, -5.985, -3.129], [1.626, 1.116, 8.420], [-8.065, -5.657, 8.486], [-1.114, -3.088, -9.671], [-4.304, 3.776, -6.027], [3.961, -12.299, 3.344], [-3.126, -2.348, -9.609], [8.039, -2.433, 3.072], [-1.966, 3.587, -5.632], [11.181, 10.239, -1.789], [-13.340, 1.845, 2.619], [9.078, 0.021, 2.327], [3.680, -9.235, -6.109], [13.705, 8.467, -2.952], [7.065, -6.745, -3.658], [2.288, 8.730, -3.575], [-14.460, 0.028, 2.967], [11.898, 8.326, -1.892], [-6.550, -4.023, 7.183], [1.604, 0.965, -0.227], [12.898, 10.034, -1.290], [0.741, 2.001, 1.956], [-4.118, -3.511, 8.036], [9.831, 8.342, -0.486], [1.401, 0.028, 9.340], [-1.986, -3.488, -7.862], [-1.516, 2.254, 0.471], [2.853, 0.623, -12.286], [-5.575, 4.490, -5.436], [7.598, -4.766, -3.435], [3.720, 2.997, -8.026], [-6.828, -0.026, 7.194], [-10.849, 0.191, 2.173], [-4.784, -4.849, -14.950], [-0.025, 10.547, 5.468], [2.696, 1.209, 8.237], [1.213, 2.033, 8.842], [1.590, -1.933, -0.488], [12.611, 7.089, -3.316], [10.020, 1.747, 0.830], [-17.564, -0.230, 1.854], [0.707, 9.785, -2.660], [2.052, -8.947, 3.093], [2.059, 9.155, -2.598], [2.839, 10.569, -0.794], [-0.354, 8.027, -2.169], [-4.869, -3.383, 9.589], [-3.918, -4.241, -9.775], [-1.099, 1.250, -0.918], [5.365, -5.688, -4.470], [-5.799, -0.013, 6.835]]
}